(1)
C4H10N2O2 | wB97M-V/def2-TZVPD

## Properties
* F_max: 1.99 eV/Å
* lowest unoccupied orbital energy: 0.0228 Eh
* relative energy (zero: lowest compared OMol25 entry of this formula, charge and spin): 42.0 kcal per mole
* orbital gap: 9.74 eV
* SMILES string: NCCNCC(=O)O

Each line ends with the natural charge from an NBO analysis.
Atoms and positions in Å:
H: 0.303 -1.747 1.521  0.23
N: 0.164 0.252 1.035  -0.62
C: 0.971 -0.908 1.320  -0.34
H: 0.641 1.133 1.099  0.37
C: 2.078 -1.215 0.329  0.77
O: 2.582 -0.030 -0.116  -0.71
H: -2.004 1.976 -1.696  0.34
H: -0.289 -0.783 -0.711  0.19
C: -1.936 0.629 -0.185  -0.23
N: -2.576 1.192 -1.384  -0.81
C: -0.449 0.233 -0.346  -0.24
H: 3.254 -0.189 -0.800  0.50
O: 2.580 -2.257 0.012  -0.58
H: 1.477 -0.805 2.288  0.24
H: 0.054 0.989 -0.946  0.18
H: -1.973 1.250 0.705  0.20
H: -2.497 -0.282 0.040  0.19
H: -2.381 0.562 -2.166  0.34

(2)
C4H10N2O2 | wB97M-V/def2-TZVPD

## Properties
* F_max: 2.06 eV/Å
* lowest unoccupied orbital energy: 0.0303 Eh
* relative energy (zero: lowest compared OMol25 entry of this formula, charge and spin): 60.1 kcal per mole
* orbital gap: 10.10 eV
* SMILES string: C=NCC(N)=O.CO

Each line ends with the natural charge from an NBO analysis.
Atoms and positions in Å:
O: 0.676 1.801 0.259  -0.74
O: -1.070 -0.969 1.465  -0.61
H: 1.642 -0.746 -0.417  0.14
H: -0.826 3.021 0.793  0.18
C: -1.012 -0.490 -0.906  -0.36
N: -0.258 -2.558 0.094  -0.83
N: 0.113 -0.221 -1.755  -0.37
H: -0.035 -2.851 -0.841  0.40
H: 1.348 1.148 0.621  0.47
C: -0.023 2.469 1.282  -0.25
H: -0.114 -3.201 0.855  0.40
H: 2.071 -0.197 -2.128  0.18
H: -1.782 -0.968 -1.527  0.22
C: 1.310 -0.334 -1.371  -0.06
H: -1.415 0.473 -0.594  0.25
C: -0.789 -1.337 0.347  0.65
H: 0.622 3.187 1.817  0.16
H: -0.457 1.775 2.005  0.18

(3)
C4H10N2O2 | wB97M-V/def2-TZVPD

## Properties
* F_max: 2.78 eV/Å
* lowest unoccupied orbital energy: 0.0307 Eh
* relative energy (zero: lowest compared OMol25 entry of this formula, charge and spin): 90.3 kcal per mole
* orbital gap: 9.78 eV
* SMILES string: [H]/N=N\C[C@](C)(O)OC

Each line ends with the natural charge from an NBO analysis.
Atoms and positions in Å:
N: 0.104 3.099 -1.036  -0.28
H: 1.434 1.238 0.058  0.19
O: -1.667 0.034 0.577  -0.70
C: -0.316 -0.353 -1.303  -0.67
H: 0.475 -2.836 1.837  0.19
C: -0.353 0.023 0.168  0.52
N: -0.352 2.468 -0.119  -0.09
H: -1.754 0.504 1.416  0.48
H: -0.907 0.355 -1.878  0.24
H: 0.423 1.467 1.566  0.23
O: 0.486 -0.861 1.117  -0.58
H: 1.181 -2.673 0.273  0.16
H: 1.029 2.770 -1.419  0.26
C: 0.404 -2.249 0.920  -0.26
H: -0.540 -2.535 0.436  0.17
C: 0.425 1.277 0.492  -0.32
H: 0.706 -0.399 -1.672  0.22
H: -0.776 -1.330 -1.433  0.23

(4)
C4H10N2O2 | wB97M-V/def2-TZVPD

## Properties
* F_max: 0.92 eV/Å
* lowest unoccupied orbital energy: 0.0195 Eh
* relative energy (zero: lowest compared OMol25 entry of this formula, charge and spin): 5.5 kcal per mole
* orbital gap: 9.77 eV
* SMILES string: CC(N)=O.CC(N)=O

Each line ends with the natural charge from an NBO analysis.
Atoms and positions in Å:
C: 0.335 0.579 2.339  -0.72
H: 0.313 3.090 1.519  0.39
O: -0.971 -2.311 -3.076  -0.63
C: -1.573 -1.050 -1.122  -0.71
H: -1.631 -1.671 -0.226  0.23
H: -1.232 -0.055 -0.860  0.21
H: 1.069 2.924 0.041  0.40
C: -0.606 -1.662 -2.110  0.67
H: 1.122 0.129 2.952  0.25
N: 0.720 2.451 0.859  -0.81
H: -0.337 -0.248 2.129  0.25
H: 1.412 -1.853 -2.371  0.40
O: 1.572 0.453 0.292  -0.65
N: 0.691 -1.413 -1.829  -0.83
H: -2.584 -1.013 -1.526  0.24
H: 0.921 -0.819 -1.043  0.42
C: 0.956 1.138 1.094  0.68
H: -0.179 1.332 2.937  0.21

(5)
C4H10N2O2 | wB97M-V/def2-TZVPD

## Properties
* F_max: 4.46 eV/Å
* lowest unoccupied orbital energy: 0.0354 Eh
* relative energy (zero: lowest compared OMol25 entry of this formula, charge and spin): 137.9 kcal per mole
* orbital gap: 9.79 eV

Each line ends with the natural charge from an NBO analysis.
Atoms and positions in Å:
C: -2.597 0.094 -0.323  0.43
N: 0.615 1.643 -0.299  -0.17
H: -4.146 -0.709 -1.518  0.25
H: 1.584 -0.676 1.483  0.23
O: -1.779 -0.523 0.268  -0.53
H: -4.618 0.639 -0.387  0.23
H: 2.236 2.372 1.555  0.47
N: 1.356 0.951 0.314  0.16
O: 2.403 1.408 1.337  -0.71
H: 2.722 -0.708 -1.325  0.21
H: 3.575 -1.824 0.022  0.24
H: 3.655 -0.017 -0.023  0.24
C: 2.950 -0.898 -0.233  -0.65
H: -4.165 -0.971 0.219  0.23
H: 0.861 -0.951 -0.204  0.23
C: 1.598 -0.559 0.420  -0.25
C: -3.951 -0.242 -0.467  -0.71
H: -2.301 0.971 -0.839  0.10

(6)
C4H10N2O2 | wB97M-V/def2-TZVPD

## Properties
* F_max: 5.99 eV/Å
* lowest unoccupied orbital energy: -0.1290 Eh
* relative energy (zero: lowest compared OMol25 entry of this formula, charge and spin): 233.0 kcal per mole
* orbital gap: 4.82 eV

Each line ends with the natural charge from an NBO analysis.
Atoms and positions in Å:
H: -2.566 -1.103 0.214  0.17
C: 1.256 -0.133 0.142  0.25
H: 1.070 3.122 1.013  0.37
H: 1.653 0.341 -0.794  0.27
H: -0.281 -2.141 -0.154  0.24
H: 0.158 1.786 1.145  0.40
C: 1.407 1.043 1.236  -0.33
H: -0.349 0.676 -0.794  0.42
H: 1.058 0.524 2.148  0.21
C: -2.330 -1.166 -0.853  -0.01
H: 2.486 0.999 1.457  0.21
N: -0.165 -0.168 -0.237  -0.39
H: -2.652 -2.061 -1.398  0.17
O: 1.827 -1.219 0.409  -0.62
N: 0.927 2.247 0.516  -0.83
O: -2.524 -0.060 -1.489  -0.57
H: -0.292 -1.346 -1.789  0.26
C: -0.684 -1.341 -0.771  -0.22

(7)
C4H10N2O2 | wB97M-V/def2-TZVPD

## Properties
* F_max: 1.89 eV/Å
* lowest unoccupied orbital energy: -0.1638 Eh
* relative energy (zero: lowest compared OMol25 entry of this formula, charge and spin): 188.2 kcal per mole
* orbital gap: 3.96 eV

Each line ends with the natural charge from an NBO analysis.
Atoms and positions in Å:
C: -2.048 0.435 1.146  0.61
H: 2.585 -0.169 -0.237  0.36
N: 2.247 -0.693 0.630  -0.70
C: 0.800 -0.567 0.668  -0.26
O: -2.028 1.124 0.100  -0.74
H: 2.626 -0.368 1.514  0.39
H: 0.068 0.513 -2.382  0.33
N: 1.891 0.578 -1.556  -0.05
O: -1.992 -0.796 1.292  -0.72
H: 0.385 -1.173 1.481  0.30
H: 0.851 -1.886 -0.886  0.25
H: 0.190 3.139 -2.077  0.00
H: 0.429 0.459 0.873  0.24
C: 0.743 0.155 -1.602  0.04
H: -0.814 -1.165 -0.687  0.33
H: -2.053 1.080 2.069  0.06
H: 0.783 3.472 -2.344  0.00
C: 0.268 -0.989 -0.675  -0.43

(8)
C4H10N2O2 | wB97M-V/def2-TZVPD

## Properties
* F_max: 5.87 eV/Å
* lowest unoccupied orbital energy: 0.0276 Eh
* relative energy (zero: lowest compared OMol25 entry of this formula, charge and spin): 72.9 kcal per mole
* orbital gap: 9.89 eV
* SMILES string: NCC[C@H](N)C(=O)O

Each line ends with the natural charge from an NBO analysis.
Atoms and positions in Å:
H: -2.558 -0.261 0.184  0.18
C: 0.054 0.500 -0.364  -0.15
O: 1.987 0.387 1.365  -0.62
H: 0.699 -0.645 -2.136  0.39
H: -0.624 1.384 -0.436  0.22
N: 0.692 0.221 -1.619  -0.86
H: -2.482 -3.024 -0.729  0.35
O: 1.387 2.300 0.580  -0.72
H: 0.528 0.982 -2.384  0.37
C: 1.217 0.967 0.571  0.79
H: -1.828 -2.786 0.579  0.34
C: -0.579 -0.768 0.195  -0.41
H: 2.088 2.736 1.154  0.51
H: -2.240 -0.793 -1.442  0.20
N: -2.392 -2.385 -0.050  -0.84
H: -0.021 -1.772 0.025  0.23
C: -2.002 -0.950 -0.411  -0.22
H: -0.800 -0.661 1.359  0.23

Q: Number 2 is which compound?
A: C4H10N2O2

Q: What is the formula in the eighth record?
A: C4H10N2O2

Q: Which value of lowest unoccupied orbital energy does entry 7 give?
A: -0.1638 Eh